20
Properties=species:S:1:pos:R:3:forces:R:3:nbo_charge:R:1 method="wB97M-V/def2-TZVPD" de_lowest_kcal_mol=41.17 total_charge=+1 homo_lumo_gap_ev=11.7
C -0.3373 -0.9983 0.3714 -0.7 1.6 0.7 -0.443
N -0.8081 -0.2825 -0.8681 0.6 -1.2 -2.1 -0.520
C -0.2919 -0.8429 -2.2746 -1.3 0.8 2.5 -0.375
H -1.2340 -1.4616 0.7725 0.3 -1.2 -0.4 0.222
H -0.2351 -0.2877 1.1889 0.9 0.5 -0.3 0.268
H 0.5662 -1.5645 0.2035 -0.2 -0.2 0.0 0.243
H -1.7606 -0.6215 -0.9269 -0.4 1.0 -0.1 0.418
H -0.7261 0.7341 -0.9588 -0.3 0.0 1.2 0.473
H -0.1754 -1.8500 -1.8814 0.3 -0.5 -1.7 0.225
H -1.1312 -0.5545 -2.9210 0.3 -0.9 -0.1 0.220
H 0.5901 -0.3163 -2.5881 0.4 -0.3 0.2 0.237
H -0.7488 3.0976 0.1795 0.5 0.2 -0.5 0.498
H -1.7148 2.1968 0.7804 -0.2 -0.5 -0.1 0.491
O -1.0616 2.1960 0.0689 -0.3 0.7 0.6 -0.966
H 0.7316 -0.6080 4.0274 -0.1 -0.2 -0.1 0.475
H 0.5593 0.8491 4.2989 -0.1 0.3 0.0 0.479
O 0.2548 0.1608 3.7013 0.1 -0.1 0.0 -0.952
H 2.4154 0.6523 -1.5666 0.1 -0.2 0.3 0.484
H 2.9633 -0.4744 -0.6779 -0.1 0.2 0.0 0.494
O 2.1442 -0.0246 -0.9292 0.3 0.1 -0.1 -0.971



21
Properties=species:S:1:pos:R:3:forces:R:3:nbo_charge:R:1 method="wB97M-V/def2-TZVPD" de_lowest_kcal_mol=32.13 homo_lumo_gap_ev="2.5 / 7.5" multiplicity=2 s2=0.753
C -1.5022 0.4119 1.9422 0.2 -1.2 -0.9 -0.352
C -1.1780 0.5752 3.2472 0.3 1.2 3.1 -0.694
N -0.3722 0.1927 0.9870 -2.1 0.1 -0.1 -0.738
H -2.5139 0.3283 1.6039 0.0 -0.1 -0.7 0.190
H -1.8867 0.9777 3.9866 -0.2 -0.3 -0.7 0.189
H -0.2054 0.6445 3.7340 0.3 -0.4 -0.8 0.173
H -0.0849 1.1487 0.7658 1.3 -0.1 -0.2 0.382
H 0.3631 -0.4332 1.3327 0.0 0.6 0.0 0.437
H -0.6975 -0.2422 0.1045 0.3 0.2 0.4 0.453
H 2.5983 4.4719 -0.6006 0.2 0.2 0.3 0.473
H 2.8953 3.7949 0.7911 0.2 0.4 0.1 0.473
O 2.4302 3.7126 -0.0394 -0.5 -0.6 -0.4 -0.967
H -1.1214 -1.3586 -2.0835 0.0 0.0 0.1 0.503
H 0.3733 -1.2866 -1.9638 0.0 0.1 0.2 0.475
O -0.4274 -1.0448 -1.4839 -0.1 -0.2 -0.4 -0.993
H 2.4625 -1.2779 -0.2455 -0.2 -0.6 0.0 0.479
H 1.7254 -2.6413 0.1763 0.2 -0.1 -0.5 0.485
O 1.9297 -1.7391 0.4163 0.0 0.8 0.6 -0.970
H -1.9824 -1.4116 -4.4142 0.0 0.0 0.0 0.484
H -1.3743 -2.8305 -4.3783 -0.1 0.6 0.4 0.487
O -1.4318 -1.9927 -3.8783 0.0 -0.6 -0.5 -0.970



21
Properties=species:S:1:pos:R:3:forces:R:3:nbo_charge:R:1 method="wB97M-V/def2-TZVPD" de_lowest_kcal_mol=8.72 total_charge=+1 homo_lumo_gap_ev=11.5
C -1.4908 0.3266 1.7025 0.4 0.2 0.0 -0.437
C 0.5020 -1.0151 2.0040 0.3 0.0 -0.2 0.146
N -0.3086 -0.4202 1.2439 -1.0 0.4 0.1 -0.391
H -1.4969 1.1926 1.0532 -0.3 0.2 0.3 0.261
H -1.3678 0.5893 2.7492 -0.1 0.0 0.0 0.218
H -2.4082 -0.2406 1.5423 0.2 -0.1 0.0 0.237
H 0.3827 -0.9611 3.0758 -0.2 -0.1 0.1 0.212
H 1.3266 -1.5669 1.5980 0.2 -0.1 -0.2 0.229
H -0.1855 -0.3585 0.2242 0.5 -0.5 0.2 0.483
H -1.8527 -0.4691 -3.5526 -0.1 0.1 -0.2 0.490
H -0.8418 0.2913 -4.4282 0.0 -0.1 0.2 0.502
O -0.9909 -0.0385 -3.5314 0.0 0.0 0.2 -0.979
H 3.3697 0.7028 1.3603 0.1 0.1 0.1 0.490
H 2.7018 1.4665 2.5192 0.2 0.0 0.0 0.488
O 2.5630 0.7601 1.8812 -0.2 -0.1 0.0 -0.966
H -0.1119 -1.3156 -1.9556 0.2 0.1 -0.1 0.500
H 1.1390 -2.1068 -1.5917 -0.2 0.3 0.3 0.496
O 0.4708 -1.5162 -1.2082 0.1 -0.3 -0.4 -0.984
H -0.7346 2.5000 -0.9460 0.0 0.0 -0.3 0.491
H -0.8637 1.2565 -1.8877 0.0 0.2 -0.3 0.508
O -0.8771 1.5506 -0.9690 0.0 -0.3 0.3 -0.994



21
Properties=species:S:1:pos:R:3:forces:R:3:nbo_charge:R:1 method="wB97M-V/def2-TZVPD" de_lowest_kcal_mol=7.61 total_charge=+1 homo_lumo_gap_ev=11.5
C 0.2722 -0.7093 1.6500 0.1 0.4 0.5 -0.056
C 1.1368 -1.5999 2.1187 0.3 0.3 -0.6 -0.371
N 0.0355 -0.5895 0.1878 0.0 -0.7 1.7 -0.756
H -0.3282 0.0049 2.2430 0.8 -0.3 -0.4 0.227
H 1.6134 -1.5536 3.0953 -0.8 -0.2 0.1 0.244
H 1.5268 -2.3596 1.4385 0.2 0.4 0.1 0.216
H -0.9819 -0.7313 0.0688 0.3 0.0 -1.0 0.463
H 0.6502 -1.3009 -0.2528 -0.6 0.2 -0.5 0.461
H 0.3283 0.3602 -0.1087 -0.1 0.4 -0.3 0.480
H -3.3989 -1.2935 -1.1112 0.7 0.5 -0.3 0.502
H -3.1661 -1.5631 0.2898 0.5 0.3 0.3 0.484
O -2.7333 -1.0758 -0.4311 -1.2 -0.9 0.2 -0.962
H -0.5276 4.6755 -1.7097 0.0 -0.1 -0.2 0.497
H -0.8102 4.7998 -0.2237 0.0 -0.2 0.1 0.498
O -0.5721 4.1547 -0.9015 -0.2 0.6 0.0 -0.946
H 1.7894 2.1502 -0.6712 -0.2 -0.2 0.1 0.484
H 0.4324 2.9073 -0.7040 0.0 -1.0 0.2 0.519
O 0.8400 1.9974 -0.5707 0.3 0.6 -0.1 -1.011
H 0.7360 -3.5017 -0.9226 0.2 0.0 -0.2 0.491
H 2.1373 -3.1883 -1.5022 -0.2 0.1 0.1 0.508
O 1.3697 -2.7861 -1.0727 -0.1 -0.2 0.1 -0.971



22
Properties=species:S:1:pos:R:3:forces:R:3:nbo_charge:R:1 method="wB97M-V/def2-TZVPD" de_lowest_kcal_mol=304.13 homo_lumo_gap_ev=3.8
C -0.8173 1.6307 1.4202 -1.7 0.8 2.1 -0.865
S -0.5716 2.2812 -0.1695 0.4 -1.2 -0.6 0.222
S 0.2143 -1.3319 -2.7733 -1.0 0.5 0.3 0.058
C -0.9826 -0.9597 -1.5028 -0.3 -0.3 -2.0 -0.797
H -0.9922 0.5397 1.4982 -0.2 0.5 -0.3 0.303
H -1.8044 2.1245 1.7998 1.4 -0.8 -0.5 0.265
H -0.0135 1.8859 2.1109 -0.1 -0.1 -0.1 0.249
H -1.2681 -1.9310 -1.1188 -0.2 0.1 0.6 0.264
H -1.8531 -0.3970 -1.9094 0.7 -0.3 0.5 0.245
H -0.5190 -0.3852 -0.6561 0.1 0.3 0.0 0.251
H 1.7369 -0.7666 -1.6229 -0.3 0.3 0.9 0.461
H 1.5288 -0.3712 0.0299 1.1 -0.4 -1.7 0.281
O 2.1060 -0.7613 -0.7068 1.4 -0.2 0.6 -0.747
H -0.3882 -2.4570 1.0974 -0.4 0.5 0.3 0.464
H 0.8546 -0.0983 0.7510 -1.3 0.2 1.9 0.292
O -0.9027 -1.7303 1.5027 2.0 0.6 0.6 -0.973
H 1.0899 -0.5084 3.8967 0.2 0.1 -1.4 0.470
H -0.1846 -1.2969 2.2150 -1.1 -0.7 -0.6 0.510
O 0.7408 -0.4510 2.9720 -0.5 -0.1 -0.4 -0.967
H 0.6268 0.9302 -3.2400 -0.4 -1.0 -0.3 0.463
H 0.3901 2.2553 -2.4202 2.4 -1.6 -2.9 0.463
O 1.0091 1.7985 -3.1740 -2.0 2.6 3.1 -0.912



21
Properties=species:S:1:pos:R:3:forces:R:3:nbo_charge:R:1 method="wB97M-V/def2-TZVPD" de_lowest_kcal_mol=30.93 homo_lumo_gap_ev=10.2
C 0.5417 3.6483 0.2228 -0.3 1.2 1.0 -0.395
C -0.4944 3.3840 -0.5504 -0.3 0.0 -0.4 -0.372
H 1.1735 4.5026 0.0538 0.7 -0.2 -1.0 0.190
H 0.6473 3.3796 1.2639 -0.4 -0.7 0.1 0.185
H -0.5712 3.7477 -1.5689 0.2 0.4 0.1 0.187
H -1.3806 2.8506 -0.2544 0.2 -0.7 0.3 0.204
O 1.7472 -0.1591 -1.3350 -0.2 -0.2 -0.3 -0.966
H 1.3578 -0.4011 -0.4816 0.0 0.4 0.0 0.490
H 1.1756 0.5470 -1.6653 0.2 -0.1 0.2 0.466
O -1.9774 0.2419 -0.8754 -0.1 -0.1 0.0 -0.950
H -1.4293 -0.1032 -1.5863 0.1 0.0 0.0 0.464
H -1.3950 0.2899 -0.1093 0.2 0.1 0.0 0.486
O 0.4725 0.2532 1.1906 -0.3 -0.5 0.4 -0.996
H 1.0608 0.5538 1.8904 0.1 0.3 -0.2 0.478
H 0.0973 -0.5690 1.5803 0.2 0.1 -0.3 0.504
O -0.1244 -2.3277 1.9502 0.2 -0.5 0.0 -0.970
H 0.7263 -2.7487 2.1530 -0.3 0.2 0.0 0.477
H -0.4205 -2.8249 1.1666 0.1 0.2 0.0 0.508
O -0.2452 -3.5539 -0.6555 -0.2 -0.1 0.8 -0.973
H 0.5260 -3.8874 -1.1171 -0.1 0.2 -0.4 0.493
H -0.8987 -3.1983 -1.2595 0.2 -0.1 -0.4 0.491



22
Properties=species:S:1:pos:R:3:forces:R:3:nbo_charge:R:1 method="wB97M-V/def2-TZVPD" de_lowest_kcal_mol=42.60 homo_lumo_gap_ev=8.8
C -0.1652 -2.3554 -1.9537 0.9 1.4 0.9 -0.402
N 0.9387 -1.4340 -2.2528 0.1 -1.2 -1.2 -0.664
C 2.2153 -1.7796 -1.6746 0.0 0.6 0.5 -0.415
H -0.1054 -2.4221 -0.8633 -0.8 -0.8 0.1 0.171
H -0.0678 -3.3384 -2.4100 0.3 0.0 -0.1 0.190
H -1.1159 -1.9285 -2.2485 -0.1 0.1 0.0 0.198
H 0.7733 -0.4493 -2.3221 -0.4 -0.1 0.2 0.368
H 2.9885 -1.9739 -2.4202 0.1 0.2 0.0 0.184
H 2.5090 -0.9848 -0.9782 0.5 0.1 -0.3 0.180
H 2.1847 -2.6516 -1.0234 -0.4 -0.3 -0.1 0.188
O 1.4104 -0.2132 6.2651 0.0 0.2 -0.3 -0.933
H 1.9645 0.0573 5.5234 0.1 -0.1 0.1 0.467
H 0.5802 0.2429 6.0921 -0.1 -0.1 0.1 0.467
O -0.0978 5.9609 0.4552 0.3 -0.3 -1.0 -0.935
H 0.6957 6.1383 -0.0739 0.0 0.3 0.5 0.464
H -0.5659 5.4155 -0.1945 -0.4 0.0 0.4 0.471
O -1.1793 -5.4391 0.5993 0.0 -0.2 0.3 -0.932
H -0.5657 -5.8759 1.2011 0.1 0.1 -0.1 0.467
H -2.0373 -5.6824 0.9632 -0.1 0.1 -0.1 0.466
O -3.1826 5.9814 -1.0676 -0.4 0.4 0.3 -0.940
H -4.0708 6.2259 -1.3562 0.1 -0.2 -0.3 0.468
H -3.1065 6.5062 -0.2602 0.3 -0.1 0.0 0.472



23
Properties=species:S:1:pos:R:3:forces:R:3:nbo_charge:R:1 method="wB97M-V/def2-TZVPD" de_lowest_kcal_mol=28.51 homo_lumo_gap_ev=10.7
C -0.2100 1.7636 1.0981 1.8 0.3 0.4 -0.032
N -0.1265 0.6094 1.5950 -1.3 0.1 0.1 -0.466
C 1.0660 0.1663 2.2319 1.6 -0.9 -1.5 -0.444
H -1.1514 2.1798 0.7775 -0.2 -0.1 -0.5 0.169
H 0.7126 2.3867 1.0235 -0.7 0.0 0.1 0.169
H 1.7868 0.9856 2.3614 -0.1 -0.2 0.5 0.193
H 1.5888 -0.5582 1.5494 -0.5 0.5 0.3 0.216
H 0.8458 -0.4582 3.0933 -0.1 0.5 0.4 0.214
O -2.8609 -0.2740 1.4783 -1.0 -0.2 -0.6 -0.972
H -2.3363 0.5352 1.5303 -0.1 -0.6 0.8 0.492
H -3.0886 -0.6562 2.3265 0.3 0.6 0.4 0.480
O 2.5081 1.2231 -0.7424 0.1 0.4 0.6 -0.972
H 1.8990 1.2054 -1.4847 -0.1 -0.4 -0.5 0.499
H 2.9306 0.3644 -0.7076 0.0 -0.2 -0.2 0.471
O -1.2961 -1.3190 -0.2676 0.6 -0.2 -0.7 -0.973
H -0.9168 -0.7599 0.4172 -0.2 0.2 0.5 0.506
H -2.0813 -1.7301 0.0817 -0.3 0.2 0.3 0.502
O 0.7915 0.4938 -3.2722 0.6 0.6 0.2 -0.993
H 0.0919 1.0965 -3.5441 -0.1 -0.6 0.0 0.473
H 0.5052 -0.4309 -3.2944 -0.4 0.0 0.1 0.515
O 0.0543 -2.1253 -2.2894 0.4 0.9 0.0 -1.026
H -0.3991 -1.7103 -1.4897 0.1 -1.1 -0.9 0.509
H -0.3136 -2.9881 -2.4721 -0.2 0.0 0.2 0.470



23
Properties=species:S:1:pos:R:3:forces:R:3:nbo_charge:R:1 method="wB97M-V/def2-TZVPD" de_lowest_kcal_mol=226.37 homo_lumo_gap_ev=3.2
C -2.8382 -1.4282 0.6108 0.0 -0.7 1.8 -0.469
N -2.0915 -0.1832 0.5404 2.2 -1.6 -1.3 -0.251
C -0.8628 -0.2916 -0.2746 -1.0 -0.1 1.4 -0.458
O 2.0706 -0.8248 -0.6338 0.2 0.9 0.4 -0.933
H -3.7102 -1.4768 -0.0052 -0.4 0.4 -1.0 0.249
H -2.2024 -2.3370 0.3753 -0.7 1.1 0.3 0.225
H -3.2894 -1.5150 1.6420 0.8 0.0 -1.0 0.245
H -0.1889 0.5892 -0.2266 -0.4 -0.8 0.5 0.276
H -1.1936 -0.3302 -1.2901 0.1 -0.7 -1.2 0.268
H -0.4840 -1.3200 0.1319 0.4 1.6 -1.1 0.263
H 1.5609 -1.5551 -0.9699 0.0 -0.2 -0.8 0.459
H -1.1588 -0.0596 3.7440 -0.6 0.5 0.9 0.458
H -1.6952 0.0919 1.4476 -0.5 1.2 2.4 0.428
O -0.9270 -0.3365 2.8682 0.5 -0.7 -2.0 -0.826
H 0.6939 0.0760 2.5930 1.6 0.0 -1.2 0.491
H 1.5854 -0.0185 1.2642 -0.1 -0.5 -2.2 0.484
O 1.6375 0.1127 2.1840 -1.3 0.4 3.2 -0.869
H 3.0406 1.7437 -1.8801 0.6 0.3 -0.2 0.462
H 2.2056 0.0626 -1.2934 -0.6 -0.1 0.6 0.499
O 2.1734 1.3803 -1.7481 -0.5 -1.2 0.3 -0.969
H 1.0026 1.3922 -2.7211 -1.1 0.5 -0.9 0.507
H 0.2698 1.8551 -4.1023 0.1 -0.2 0.3 0.461
O 0.0967 1.4688 -3.2339 0.7 -0.2 0.5 -1.000



23
Properties=species:S:1:pos:R:3:forces:R:3:nbo_charge:R:1 method="wB97M-V/def2-TZVPD" de_lowest_kcal_mol=3.96 total_charge=+1 homo_lumo_gap_ev="9.8 / 6.5" multiplicity=2 s2=0.764
C -0.6026 -1.0459 -1.5127 -1.0 -0.5 1.3 -0.160
C 0.3014 -0.0198 -1.7741 0.0 -1.1 -1.7 0.077
N 1.5792 -0.2688 -1.9261 0.2 0.6 0.4 -0.563
H -0.4064 -1.9904 -1.0151 0.7 0.0 -0.3 0.233
H -1.6765 -0.9381 -1.6104 0.1 0.6 -0.3 0.243
H -0.0749 0.8802 -2.2024 0.0 0.9 0.2 0.247
H 1.9623 -1.1556 -1.6312 0.3 -0.5 -0.1 0.444
H 2.2388 0.4307 -2.2583 -0.2 0.0 0.0 0.450
H -1.5283 -0.9349 1.4375 -0.2 -0.3 1.0 0.474
H -1.9334 -1.8192 2.6742 0.1 0.4 -0.5 0.490
O -2.0530 -1.7039 1.7177 0.0 -0.1 -0.5 -0.968
H 1.6848 -1.4699 0.0669 0.3 -0.3 0.8 0.433
H 1.6797 -2.8920 0.5826 0.7 0.3 -0.2 0.497
O 2.2789 -2.2291 0.1773 -1.1 0.0 -0.2 -0.917
H -2.7420 1.8753 0.4373 -0.1 -0.1 0.4 0.508
H -1.7133 2.5076 -0.4540 0.0 0.2 0.0 0.479
O -1.7949 2.0437 0.3878 0.1 0.0 -0.7 -0.972
H 1.4376 1.4902 0.2307 -0.2 -0.2 0.3 0.451
H 0.2693 2.5435 0.3374 0.2 -0.2 0.2 0.483
O 1.2094 2.4148 0.1545 0.1 0.5 -0.5 -0.929
H 0.6266 0.6941 2.4469 -0.7 -0.4 0.5 0.478
H -0.4230 1.0701 1.4681 -0.7 -0.1 0.6 0.470
O -0.3198 0.5173 2.2654 1.4 0.5 -0.9 -0.950



41
Properties=species:S:1:pos:R:3:forces:R:3:nbo_charge:R:1 method="wB97M-V/def2-TZVPD" de_lowest_kcal_mol=6.01 total_charge=-1 homo_lumo_gap_ev=5.7
Na 9.4074 -9.6770 18.8948 0.9 -0.6 -0.2 0.984
C 11.5669 -13.8517 17.5576 0.9 2.3 -0.1 0.771
F 10.5151 -13.6758 16.7734 -0.6 -0.3 -0.3 -0.326
F 11.2135 -14.3973 18.6905 -0.1 -0.5 0.4 -0.293
F 12.4813 -14.5261 16.9242 0.3 -0.8 0.0 -0.280
S 12.2455 -12.1077 17.9173 0.2 -0.3 0.7 2.307
O 11.0662 -11.4343 18.5031 -0.2 0.1 0.1 -1.114
O 13.3485 -12.2524 18.8768 -1.3 -0.1 -1.1 -0.975
O 12.5533 -11.5059 16.6317 0.0 -0.2 0.5 -1.020
C 11.0043 -17.9488 18.0723 -0.8 -0.3 -2.3 0.693
F 12.2979 -17.7529 17.8255 0.5 0.2 0.4 -0.331
F 10.8789 -19.0550 18.7995 0.0 -0.1 0.5 -0.330
F 10.5225 -16.9150 18.7548 0.1 0.3 0.6 -0.337
S 10.0693 -18.1228 16.4152 -0.9 0.7 0.6 2.322
O 8.6977 -17.8144 16.8131 0.5 -0.2 0.0 -1.014
O 10.6530 -17.1205 15.5365 0.2 -0.2 0.4 -1.008
O 10.3040 -19.5002 16.0667 0.3 -0.3 -0.2 -0.994
O 14.7723 -15.1862 19.6527 -0.1 -0.1 0.2 -0.930
H 13.9095 -14.7890 19.4912 0.1 0.0 -0.1 0.472
H 15.2057 -14.5739 20.2542 0.0 0.1 -0.1 0.459
O 13.5650 -14.4133 14.0819 0.0 0.2 -0.3 -0.969
H 12.6966 -14.6496 13.7379 0.0 -0.2 0.2 0.475
H 13.6761 -13.4741 13.8593 0.0 0.0 0.2 0.485
O 13.6423 -11.4391 14.2420 -0.5 0.0 0.0 -0.979
H 13.0418 -11.2087 13.5246 0.1 0.1 0.1 0.458
H 13.0910 -11.4053 15.0636 0.7 -0.2 -0.6 0.508
O 11.2716 -8.8082 16.6874 -0.4 0.0 0.4 -0.994
H 11.5524 -9.7118 16.9011 0.2 -0.1 -0.3 0.500
H 12.0931 -8.3052 16.6768 0.0 0.0 0.0 0.485
O 15.3307 -10.2528 18.6312 -0.1 -0.2 0.0 -0.970
H 16.0293 -10.4368 19.2649 0.0 0.0 -0.1 0.458
H 14.7937 -11.0695 18.6116 0.2 0.3 0.0 0.500
O 11.3827 -10.6060 21.0901 -0.3 0.1 0.1 -0.988
H 11.6319 -11.1184 20.3029 0.0 0.1 0.0 0.504
H 11.2372 -11.2659 21.7758 0.1 0.1 0.0 0.472
O 7.8434 -12.4495 16.2437 0.1 0.3 0.1 -0.953
H 8.1906 -11.8169 15.6062 0.0 -0.2 0.0 0.462
H 8.5630 -13.0781 16.3790 -0.1 -0.1 0.0 0.492
O 15.4568 -13.6974 16.3962 0.0 0.1 0.1 -0.953
H 14.6539 -14.1676 16.1378 0.1 0.0 -0.2 0.489
H 15.7079 -13.2057 15.6080 -0.1 0.0 0.0 0.464



26
Properties=species:S:1:pos:R:3:forces:R:3:nbo_charge:R:1 method="wB97M-V/def2-TZVPD" total_charge=+2 homo_lumo_gap_ev="4.1 / 4.2" multiplicity=2 s2=0.751
Zr -2.0018 1.2496 1.0472 5.9 -1.8 -1.2 2.382
F -0.2184 0.4863 0.0434 -3.3 1.5 2.1 -0.713
C 0.9793 -2.3441 1.6407 -1.2 -0.8 0.9 -0.231
O 1.5092 -2.4644 0.3648 0.3 0.4 0.4 -0.665
H -0.1020 -2.4263 1.5308 -0.6 -0.2 0.4 0.126
H 1.2837 -3.1127 2.3510 0.3 -0.3 -0.5 0.212
H 1.1308 -1.4249 2.2065 0.7 0.7 -0.3 0.102
H 1.1752 -1.6539 -0.0264 0.7 -0.1 -0.9 0.458
C -0.0100 0.0523 -3.5180 -1.3 1.6 0.8 -0.251
O -0.7074 -0.7104 -2.5040 0.1 -0.5 -0.6 -0.760
H -0.3833 1.0657 -3.3700 0.2 0.6 -0.1 0.141
H 1.0700 0.1395 -3.3997 0.0 -0.8 -0.3 0.183
H -0.3917 -0.1471 -4.5194 0.5 -0.9 0.2 0.224
H -0.4426 -0.3840 -1.6409 0.4 0.0 -0.2 0.463
O -0.6067 0.5631 2.9639 -1.7 0.2 -0.6 -0.989
H -0.8468 0.3919 3.8745 -0.4 -0.4 0.6 0.536
H 0.3505 0.5711 2.9655 0.7 0.0 -0.5 0.544
O 2.4619 0.0601 -0.5019 0.0 0.1 0.2 -0.919
H 2.4505 0.1483 -1.4550 0.3 0.0 -0.4 0.477
H 1.6624 0.4986 -0.2108 0.0 0.2 0.0 0.450
O -0.2057 2.7425 1.7308 -1.4 -0.2 -0.3 -0.994
H 0.6305 2.9988 1.3418 0.5 0.0 -0.8 0.555
H -0.2864 3.2924 2.5101 0.0 0.4 0.6 0.529
O -2.6874 0.2716 -0.8058 -0.7 1.2 1.6 -1.000
H -3.0074 0.7778 -1.5525 -0.1 0.4 -0.9 0.557
H -2.8063 -0.6417 -1.0664 0.3 -1.2 -0.3 0.582